Formula: C75H80AsN8OP2RbS3
Source: OMol25
Level of theory: ωB97M-V with the def2-TZVPD basis set

Cartesian coordinates (Å):
1 Rb 0.54001 0.15926 -0.41683
2 S 1.96907 2.96931 -0.79991
3 P 0.58154 3.63971 0.42151
4 C -0.36680 2.36438 1.02458
5 P -1.72828 2.59077 2.02501
6 S -3.17524 1.29453 1.66076
7 C -1.37462 2.42799 3.84158
8 C -2.23940 1.72938 4.67560
9 C -1.98771 1.63768 6.03066
10 C -0.87061 2.24959 6.57527
11 C 0.00074 2.94270 5.75050
12 C -0.23802 3.00663 4.39135
13 C -2.62935 4.19890 2.08527
14 C -3.06151 4.66005 0.84652
15 C -3.77313 5.83504 0.73765
16 C -4.10162 6.54772 1.88152
17 C -3.70777 6.07678 3.12406
18 C -2.95979 4.91746 3.22852
19 C 1.47851 4.79780 1.57240
20 C 2.86600 4.89565 1.53501
21 C 3.54264 5.69985 2.43424
22 C 2.84654 6.40141 3.40438
23 C 1.46306 6.30552 3.45831
24 C 0.78865 5.51087 2.55176
25 C -0.24733 4.94178 -0.61241
26 C -0.89547 4.45505 -1.74607
27 C -1.49365 5.31528 -2.64356
28 C -1.43772 6.68619 -2.43860
29 C -0.79032 7.18124 -1.32067
30 C -0.20939 6.31641 -0.40914
31 H -3.11439 1.26443 4.24292
32 H -2.67450 1.09364 6.66830
33 H -0.67140 2.16962 7.63747
34 H 0.87290 3.43475 6.16199
35 H 0.45989 3.51769 3.74510
36 H -2.81340 4.07229 -0.02733
37 H -4.07566 6.20089 -0.23629
38 H -4.66710 7.46841 1.80429
39 H -3.99197 6.61393 4.02327
40 H -2.64048 4.56321 4.20078
41 H 3.40416 4.34561 0.77437
42 H 4.62292 5.78072 2.38029
43 H 3.38128 7.01246 4.12192
44 H 0.90918 6.85173 4.21341
45 H -0.29237 5.43918 2.58997
46 H -0.90939 3.38316 -1.91502
47 H -1.99933 4.92540 -3.51838
48 H -1.88534 7.36483 -3.15569
49 H -0.72469 8.25211 -1.15846
50 H 0.29049 6.72394 0.45854
51 C -4.28376 2.31324 -5.80640
52 N -3.62734 1.11782 -5.33077
53 C -2.87814 0.42203 -6.34720
54 C -3.06588 1.16148 -4.02795
55 N -1.84515 0.95014 -3.73866
56 C -0.73340 1.15837 -4.50868
57 C -0.52094 2.40617 -5.07987
58 C 0.69088 2.73628 -5.68289
59 C 1.69689 1.81293 -5.74688
60 C 1.52366 0.51793 -5.21624
61 C 2.58013 -0.41715 -5.26278
62 C 2.42664 -1.66657 -4.73085
63 C 1.21679 -2.03398 -4.14672
64 C 0.14627 -1.15225 -4.07103
65 N -1.00949 -1.48745 -3.41151
66 C -1.62219 -2.60784 -3.38381
67 N -1.52919 -3.67776 -4.31934
68 C -1.13580 -3.36570 -5.67465
69 C -0.94339 -4.91215 -3.83395
70 N -2.62049 -2.77902 -2.47219
71 C -3.51144 -3.90682 -2.46838
72 C -2.74547 -1.87361 -1.35467
73 C 0.29244 0.16874 -4.59722
74 N -3.98101 1.36361 -3.04310
75 C -5.35871 0.97308 -3.16599
76 C -3.55237 1.67885 -1.70205
77 H -3.57814 3.04763 -6.21995
78 H -4.82812 2.78722 -4.99480
79 H -4.99498 2.04806 -6.59434
80 H -3.56798 0.09615 -7.13129
81 H -2.42159 -0.45472 -5.89609
82 H -2.08744 1.02660 -6.80845
83 H -1.29102 3.16091 -4.98071
84 H 0.83903 3.73908 -6.06614
85 H 2.65228 2.07408 -6.17826
86 H 3.51888 -0.11868 -5.71221
87 H 3.23700 -2.38337 -4.75608
88 H 1.13218 -3.00840 -3.68735
89 H -1.65703 -2.46896 -6.00910
90 H -1.42847 -4.20602 -6.31141
91 H -0.05756 -3.19778 -5.79347
92 H -1.06940 -4.99955 -2.75819
93 H 0.13090 -4.96083 -4.05116
94 H -1.42782 -5.76241 -4.32706
95 H -3.58884 -4.31869 -3.47335
96 H -4.49834 -3.56847 -2.14313
97 H -3.18262 -4.69411 -1.77910
98 H -2.32413 -2.30409 -0.44033
99 H -3.79971 -1.65703 -1.17942
100 H -2.23207 -0.94289 -1.59019
101 H -6.02775 1.84025 -3.11491
102 H -5.62219 0.31032 -2.33736
103 H -5.51384 0.44518 -4.10478
104 H -3.91383 2.66885 -1.41629
105 H -2.46813 1.66036 -1.64499
106 H -3.94495 0.96465 -0.97937
107 C 3.64071 -6.09298 1.24977
108 C 3.93418 -5.83418 -0.23039
109 N 4.09108 -4.43759 -0.59126
110 C 5.38476 -3.90420 -0.18845
111 C 5.79896 -2.54726 -0.73341
112 C 2.92774 -3.70342 -0.71405
113 S 2.91253 -2.17358 -1.37094
114 N 1.81094 -4.40954 -0.52824
115 C 0.77470 -4.05324 0.19316
116 O 0.71194 -3.10587 1.00051
117 C -0.35106 -5.04261 0.13023
118 C -0.25142 -6.19766 -0.63945
119 C -1.25805 -7.14342 -0.61109
120 C -2.37668 -6.94407 0.18362
121 C -2.48026 -5.79862 0.95736
122 C -1.47315 -4.85207 0.93036
123 H 3.58994 -7.16539 1.43592
124 H 2.68537 -5.64640 1.51187
125 H 4.41267 -5.65879 1.88170
126 H 3.10549 -6.22693 -0.82543
127 H 4.86251 -6.34832 -0.51203
128 H 6.12757 -4.64785 -0.51395
129 H 5.42779 -3.85363 0.91074
130 H 5.73755 -2.52069 -1.81703
131 H 6.82882 -2.35807 -0.42708
132 H 5.15372 -1.76929 -0.34004
133 H 0.63134 -6.33294 -1.24492
134 H -1.17862 -8.04349 -1.20756
135 H -3.16646 -7.68520 0.19321
136 H -3.35219 -5.65145 1.58131
137 H -1.53159 -3.96264 1.54065
138 C 5.83794 -2.74334 3.32163
139 C 5.65185 -1.50990 2.71717
140 C 4.37613 -1.07702 2.41313
141 C 3.25530 -1.85599 2.70361
142 C 3.46686 -3.13085 3.20928
143 C 4.74423 -3.56518 3.53266
144 As 1.53418 -0.97634 2.38407
145 C 0.22803 -1.89754 3.49641
146 C -1.09479 -1.65535 3.13500
147 C -2.14131 -2.28340 3.78291
148 C -1.88525 -3.16445 4.82070
149 C -0.57937 -3.38026 5.22255
150 C 0.46555 -2.74883 4.56782
151 C 2.06317 0.38908 3.70508
152 C 2.55157 1.59441 3.22001
153 C 3.14637 2.50993 4.06895
154 C 3.25768 2.24049 5.42043
155 C 2.72901 1.06587 5.92510
156 C 2.13831 0.15285 5.07103
157 H 6.83334 -3.06590 3.60391
158 H 6.50693 -0.88153 2.50275
159 H 4.23537 -0.11054 1.93690
160 H 2.62902 -3.80283 3.33893
161 H 4.88968 -4.54654 3.97105
162 H -1.30203 -0.96728 2.31792
163 H -3.15805 -2.08719 3.47252
164 H -2.70004 -3.68102 5.31283
165 H -0.36958 -4.04790 6.05038
166 H 1.47864 -2.94369 4.89928
167 H 2.44098 1.82616 2.16246
168 H 3.52770 3.44069 3.67697
169 H 3.74265 2.95151 6.07885
170 H 2.78702 0.86134 6.98739
171 H 1.71838 -0.75473 5.48758

- Energy: -205622.0489 eV
- HOMO-LUMO gap: 0.187 Ha
- Lowest unoccupied orbital energy: 3.46 eV
- Charge: -2
- HOMO energy: -1.6 eV



Formula: C76H164N8O10
Source: OMol25
Level of theory: ωB97M-V with the def2-TZVPD basis set

Cartesian coordinates (Å):
1 C -0.00056 5.60079 5.33825
2 C -1.15507 5.21363 6.31335
3 C -2.44701 5.91634 5.89121
4 C -3.08484 5.31371 4.66918
5 C -3.31339 3.81500 4.84264
6 C -2.02293 3.00772 5.25893
7 N -1.43001 3.73440 6.36896
8 O -0.27251 2.98057 6.75676
9 C -2.43290 1.58704 5.67399
10 C -1.11266 2.90329 4.02047
11 C -0.66951 5.70238 7.74165
12 H 0.62676 6.33277 5.87646
13 H -0.35760 6.04782 4.38613
14 H 0.66815 4.72894 5.03036
15 H -3.07376 5.87187 6.72953
16 H -2.16665 6.91167 5.72037
17 H -2.41550 5.64595 3.84419
18 H -4.03861 5.80409 4.49309
19 H -3.76027 3.28108 4.01024
20 H -4.06156 3.67497 5.62104
21 H -2.95779 1.03388 4.88689
22 H -1.53013 0.98488 5.96962
23 H -3.11275 1.62992 6.54949
24 H -1.70013 2.30947 3.29852
25 H -0.91570 3.84863 3.54219
26 H -0.17669 2.47061 4.34561
27 H -0.46624 6.78933 7.65015
28 H 0.30489 5.24871 7.97659
29 H -1.43797 5.53032 8.49680
30 H -0.53616 2.81710 7.67552
31 C -3.92580 3.96038 -3.15833
32 C -4.32764 4.33137 -1.66198
33 C -4.80994 3.11609 -0.95528
34 C -4.78869 3.18716 0.55314
35 C -3.38049 3.61161 1.04077
36 C -2.89401 4.90025 0.43358
37 N -3.02350 4.70125 -1.05933
38 O -2.66356 5.90636 -1.69086
39 C -3.72123 6.05525 0.94040
40 C -1.39893 5.12040 0.64063
41 C -5.42176 5.41503 -1.84324
42 H -2.99385 3.35804 -3.26581
43 H -3.69483 4.90743 -3.66021
44 H -4.77109 3.50567 -3.66723
45 H -5.79871 2.80067 -1.35392
46 H -4.08539 2.32280 -1.30946
47 H -4.92330 2.18165 0.89260
48 H -5.63165 3.72454 0.91259
49 H -2.70482 2.80052 0.67866
50 H -3.39477 3.86291 2.15035
51 H -3.20025 6.91194 0.44239
52 H -4.81866 5.98935 0.83723
53 H -3.39811 6.16438 1.97883
54 H -1.21109 4.93219 1.70470
55 H -0.83875 4.44491 0.06202
56 H -1.28311 6.10266 0.22874
57 H -4.90768 6.27767 -2.35566
58 H -5.67314 5.84408 -0.84592
59 H -6.26743 4.93779 -2.23331
60 H -2.25378 5.69251 -2.57591
61 C 2.52844 -3.97293 3.71756
62 C 2.13944 -3.59695 5.11326
63 C 0.76627 -2.90458 5.10935
64 C -0.32019 -3.87032 4.65647
65 C -0.37083 -5.02816 5.68702
66 C 0.92814 -5.85474 5.77367
67 N 1.97967 -4.87501 5.94882
68 O 3.25068 -5.55888 5.76790
69 C 1.01039 -6.72329 7.10355
70 C 1.12875 -6.78588 4.62781
71 C 3.23412 -2.77027 5.89319
72 H 3.52287 -4.35526 3.84339
73 H 2.46116 -3.19921 3.01394
74 H 1.83496 -4.72161 3.42917
75 H 0.54979 -2.51734 6.13546
76 H 0.94360 -2.08784 4.37302
77 H -0.04034 -4.20992 3.67914
78 H -1.23127 -3.33069 4.63276
79 H -1.14775 -5.73314 5.31448
80 H -0.71633 -4.61929 6.63331
81 H 2.00128 -7.25424 7.05418
82 H 0.89771 -6.20026 8.04043
83 H 0.14607 -7.44240 7.02942
84 H 0.87789 -7.79977 4.89603
85 H 0.61199 -6.56481 3.64607
86 H 2.17588 -6.71070 4.40043
87 H 3.54783 -1.96265 5.27088
88 H 4.07310 -3.38984 6.01010
89 H 2.94207 -2.33663 6.84198
90 H 3.80710 -5.37737 6.55183
91 C -0.21880 2.02590 -4.53555
92 C 0.64946 3.28451 -4.10751
93 C 1.98750 2.85310 -3.44510
94 C 2.85277 2.12880 -4.49521
95 C 3.26842 3.06040 -5.57944
96 C 2.09645 3.59832 -6.33349
97 N 1.10567 4.03751 -5.31105
98 O -0.07184 4.35479 -6.13413
99 C 2.55326 4.81138 -7.07844
100 C 1.52037 2.69803 -7.44968
101 C -0.18595 4.17089 -3.19563
102 H 0.52413 1.22935 -4.53775
103 H -0.58777 2.22307 -5.59772
104 H -1.14164 1.82259 -4.02018
105 H 2.50251 3.66837 -2.96497
106 H 1.66263 2.11678 -2.62935
107 H 2.27478 1.29768 -4.91271
108 H 3.73219 1.58988 -4.06847
109 H 3.96863 2.55426 -6.24565
110 H 3.83495 3.91172 -5.14438
111 H 1.76868 5.25532 -7.69688
112 H 2.78514 5.57054 -6.28555
113 H 3.42804 4.66283 -7.69203
114 H 0.62625 3.14630 -7.97493
115 H 2.26850 2.50059 -8.24056
116 H 1.24515 1.72372 -7.02469
117 H -0.95890 4.52140 -3.87445
118 H 0.39675 5.00280 -2.73585
119 H -0.69068 3.58388 -2.46129
120 H -0.26733 5.22491 -5.77422
121 C -0.22164 1.10701 -0.49470
122 C 0.33765 -0.29881 -0.03081
123 C 0.09858 -0.50127 1.46365
124 C -1.31920 -0.78737 1.80297
125 C -1.83407 -2.05088 1.06139
126 C -1.64760 -1.97844 -0.46516
127 N -0.27900 -1.45589 -0.74901
128 O -0.09348 -1.29678 -2.19064
129 C -1.67547 -3.40458 -1.02383
130 C -2.71974 -1.17782 -1.20862
131 C 1.87516 -0.25527 -0.29617
132 H -0.10497 1.23187 -1.55880
133 H 0.41993 1.83368 -0.06722
134 H -1.28166 1.29831 -0.27097
135 H 0.72164 -1.37490 1.58359
136 H 0.49509 0.29985 2.09771
137 H -1.99748 0.07867 1.64371
138 H -1.43783 -0.95576 2.86241
139 H -2.92025 -2.18618 1.28058
140 H -1.24713 -2.92836 1.40352
141 H -0.77355 -3.97802 -0.72543
142 H -2.55283 -3.94840 -0.65787
143 H -1.79331 -3.45825 -2.09531
144 H -3.70751 -1.55864 -0.90051
145 H -2.82378 -0.11434 -1.07576
146 H -2.72846 -1.45447 -2.29062
147 H 2.12993 0.05937 -1.32186
148 H 2.24694 -1.29871 -0.19288
149 H 2.44044 0.32724 0.42635
150 H -0.32728 -0.35454 -2.42731
151 C -6.36906 -1.51812 1.56438
152 C -7.13528 -1.40991 0.24439
153 C -7.22447 0.06037 -0.24052
154 C -7.57223 0.22794 -1.71758
155 C -6.75222 -0.68849 -2.60486
156 C -6.78782 -2.11587 -2.16229
157 N -6.36672 -2.18245 -0.73954
158 O -6.44259 -3.56321 -0.23684
159 C -8.11936 -2.78217 -2.55639
160 C -5.62450 -2.82403 -2.91587
161 C -8.59305 -1.90970 0.49669
162 H -6.69085 -0.73799 2.29223
163 H -5.28998 -1.37614 1.38573
164 H -6.43123 -2.51738 1.93840
165 H -7.89390 0.68905 0.39167
166 H -6.19118 0.46839 -0.20362
167 H -7.33372 1.22178 -1.90454
168 H -8.59131 -0.05190 -1.95694
169 H -5.69487 -0.40414 -2.53454
170 H -6.93576 -0.55844 -3.70685
171 H -8.92707 -2.11342 -2.26876
172 H -8.11374 -2.72066 -3.67943
173 H -8.27892 -3.81035 -2.26097
174 H -5.60685 -3.87389 -2.62590
175 H -5.73258 -2.80956 -4.04711
176 H -4.64656 -2.36476 -2.57533
177 H -9.23923 -1.70878 -0.39882
178 H -8.95734 -1.40428 1.41742
179 H -8.54927 -2.95923 0.64411
180 H -5.64556 -3.63363 0.30480
181 C 4.77171 -1.58116 -4.27569
182 C 3.86377 -2.60463 -4.87707
183 C 4.63426 -3.83525 -5.45806
184 C 3.70473 -4.86996 -5.90240
185 C 2.70880 -5.32326 -4.81444
186 C 1.92491 -4.18352 -4.11758
187 N 3.02454 -3.13902 -3.80295
188 O 2.47903 -2.12410 -2.91165
189 C 0.79238 -3.64581 -4.98350
190 C 1.34449 -4.66129 -2.83014
191 C 3.07941 -1.90236 -6.06180
192 H 5.22820 -2.01838 -3.40147
193 H 4.27644 -0.65937 -4.01574
194 H 5.67188 -1.31817 -4.87190
195 H 5.19045 -3.48724 -6.32937
196 H 5.31235 -4.14343 -4.63023
197 H 4.21312 -5.76413 -6.16869
198 H 3.13840 -4.56242 -6.81600
199 H 3.12683 -5.87280 -3.97972
200 H 1.93868 -5.98127 -5.22429
201 H 0.50603 -2.61122 -4.81999
202 H 1.01562 -3.75633 -6.06705
203 H -0.09072 -4.27499 -4.89619
204 H 0.71895 -3.84913 -2.41993
205 H 0.63819 -5.51207 -3.04885
206 H 2.04243 -4.93363 -2.03990
207 H 2.44484 -1.09704 -5.70901
208 H 2.49955 -2.63173 -6.68051
209 H 3.81147 -1.37015 -6.75095
210 H 1.51893 -2.16057 -2.91883
211 C 6.98323 0.11279 -1.71304
212 C 6.30623 1.06917 -0.70751
213 C 5.89715 0.27568 0.56047
214 C 7.09257 -0.06145 1.41390
215 C 7.91527 1.14012 1.85107
216 C 8.44575 1.85917 0.61279
217 N 7.24575 2.13422 -0.24527
218 O 7.72010 2.88462 -1.38193
219 C 9.05801 3.22276 1.13027
220 C 9.55003 1.05438 -0.14383
221 C 5.10945 1.72003 -1.35320
222 H 7.52330 -0.72345 -1.28970
223 H 7.58583 0.76111 -2.33962
224 H 6.29671 -0.25171 -2.42702
225 H 5.14294 0.87145 1.11538
226 H 5.44826 -0.66754 0.20464
227 H 7.70265 -0.85585 0.97664
228 H 6.72079 -0.48144 2.37971
229 H 8.77009 0.73938 2.42554
230 H 7.27855 1.72096 2.51123
231 H 9.73130 3.09107 1.93265
232 H 9.62040 3.70963 0.35692
233 H 8.19971 3.84909 1.44757
234 H 9.44360 0.01623 -0.40120
235 H 9.71261 1.73298 -1.02264
236 H 10.50459 1.10331 0.43922
237 H 4.61974 2.47708 -0.62351
238 H 4.32378 0.96290 -1.53879
239 H 5.35606 2.24543 -2.31788
240 H 7.40594 3.78736 -1.17766
241 C -4.92238 -4.47566 4.00127
242 C -4.14717 -5.05362 2.76139
243 O -4.27363 -4.27378 1.54207
244 H -4.54212 -3.48173 4.20130
245 H -4.57075 -5.16814 4.82626
246 H -5.91704 -4.65486 3.81004
247 H -4.54346 -6.11585 2.55976
248 H -3.10206 -5.11939 2.92789
249 H -3.42654 -3.88780 1.35871
250 C 3.91593 -3.94712 0.07907
251 C 5.08962 -3.51031 -0.87374
252 O 5.02611 -4.33791 -2.07047
253 H 3.00777 -3.74438 -0.44156
254 H 3.96359 -3.49222 1.05656
255 H 4.03394 -5.00899 0.18982
256 H 6.08403 -3.69716 -0.37735
257 H 4.97709 -2.45883 -1.15269
258 H 4.35850 -3.92403 -2.66119

- Energy: -113855.1274 eV
- HOMO-LUMO gap: 0.322 Ha
- SMILES: CC1(C)CCCC(C)(C)N1O.CC1(C)CCCC(C)(C)N1O.CC1(C)CCCC(C)(C)N1O.CC1(C)CCCC(C)(C)N1O.CC1(C)CCCC(C)(C)N1O.CC1(C)CCCC(C)(C)N1O.CC1(C)CCCC(C)(C)N1O.CC1(C)CCCC(C)(C)N1O.CCO.CCO
- Lowest unoccupied orbital energy: 0.47 eV
- Energy relative to the best compared isomer or geometry (same formula, charge and spin): 0.1249 eV
- HOMO energy: -8.3 eV



Q: Among the records above, which one has the lowest HOMO energy?
A: C76H164N8O10



Q: Which value of HOMO-LUMO gap does entry 1 give?
A: 0.187 Ha



Q: The highest HOMO energy belongs to which entry?
A: C75H80AsN8OP2RbS3



Q: What is the HOMO-LUMO gap in the second record?
A: 0.322 Ha